1.
Density functional theory data (ωB97M-V/def2-TZVPD) for a gas-phase ion, H2NO3S2 (charge -1) in a non-equilibrium geometry.

Calculated values
Orbital gap in eV: 7.4096
ΔE to the lowest compared entry with this formula, charge and spin in kcal/mol: 67.4
Calculated total energy in eV: -29333.975
Maximum force in eV/Å: 4.511
Total charge: -1

Element x y z (Å)
N -0.7958 -0.2178 0.0633
O 2.5772 -0.7750 0.4956
O 1.2440 -0.2369 -1.5418
O 0.3634 -0.4376 0.8944
S -1.5724 1.1261 0.1030
S 1.7263 0.1716 -0.2143
H -2.7739 1.2342 0.8322
H -0.7688 -0.8645 -0.6324

Table of Löwdin atomic charges, one value per atom, all in e:
1 N -0.6554
2 O -0.5395
3 O -0.5292
4 O -0.4228
5 S 0.6625
6 S 0.6514
7 H -0.1819
8 H 0.0149

***

2.
Density functional theory data (ωB97M-V/def2-TZVPD) for a gas-phase ion, H2NO4P (charge -2) in a non-equilibrium geometry.

Calculated values
Orbital gap in eV: 6.8713
ΔE to the lowest compared entry with this formula, charge and spin in kcal/mol: 18.1
Calculated total energy in eV: -19000.587
SMILES string: NOP(=O)([O-])[O-]
Maximum force in eV/Å: 5.857
Total charge: -2

Element x y z (Å)
N -1.4374 0.1940 -0.5977
O 2.3272 0.2862 -0.4342
O 0.8245 0.4803 1.6443
O 0.3500 -1.6136 0.0552
O -0.2259 0.9090 -0.7387
P 1.0207 0.0349 0.2380
H -1.7810 0.4035 0.3046
H -1.0781 -0.6942 -0.4715

Table of Löwdin atomic charges, one value per atom, all in e:
1 N -0.1098
2 O -0.4671
3 O -0.4745
4 O -0.6650
5 O -0.4090
6 P 0.1867
7 H 0.0112
8 H -0.0724

***

3.
Density functional theory data (ωB97M-V/def2-TZVPD) for 2 unconnected molecules or ions with the total composition H2NO4PS in a non-equilibrium geometry.

Calculated values
Orbital gap (spin up / spin down) in eV: 5.8037 / 4.8675
ΔE to the lowest compared entry with this formula, charge and spin in kcal/mol: 63.7
Calculated total energy in eV: -29835.317
Maximum force in eV/Å: 3.194
Total charge: -2

Element x y z (Å)
N 2.9295 0.4496 -1.6820
O -2.3219 -0.6045 -0.7990
O -2.3478 0.6372 1.5222
O -1.8456 -1.8265 1.4029
O 0.4917 1.0001 1.3738
P -1.9263 -0.5504 0.6358
S 0.3400 -0.1556 0.4706
H 2.0704 0.9280 -2.1808
H 2.6102 0.1221 -0.7435

Table of Löwdin atomic charges, one value per atom, all in e:
1 N -0.0160
2 O -0.5005
3 O -0.5059
4 O -0.5083
5 O -0.7636
6 P -0.1398
7 S 0.5632
8 H -0.0041
9 H -0.1250

***

4.
Density functional theory data (ωB97M-V/def2-TZVPD) for 2 unconnected molecules or ions with the total composition H2NO4PS in a non-equilibrium geometry.

Calculated values
Orbital gap (spin up / spin down) in eV: 6.3695 / 6.3702
ΔE to the lowest compared entry with this formula, charge and spin in kcal/mol: 41.0
Calculated total energy in eV: -29836.299
Maximum force in eV/Å: 3.115
Total charge: -2

Element x y z (Å)
N 1.9752 -0.3069 -0.3546
O -0.7856 1.2105 -1.2571
O -0.2844 1.2639 1.2519
O -2.5865 0.4979 0.4169
O -0.2643 -2.4880 0.5886
P -1.1554 0.7516 0.1502
S -0.3274 -1.4372 -0.4506
H 1.4434 0.3561 -0.8934
H 1.9849 0.1520 0.5479

Table of Löwdin atomic charges, one value per atom, all in e:
1 N -0.1579
2 O -0.5195
3 O -0.4570
4 O -0.4605
5 O -0.7602
6 P -0.0847
7 S 0.6968
8 H -0.1497
9 H -0.1074

***

5.
Density functional theory data (ωB97M-V/def2-TZVPD) for 2 unconnected molecules or ions with the total composition H2NO4S in a non-equilibrium geometry.

Calculated values
Orbital gap (spin up / spin down) in eV: 9.3316 / 6.5810
ΔE to the lowest compared entry with this formula, charge and spin in kcal/mol: 56.6
Calculated total energy in eV: -20545.364
Maximum force in eV/Å: 4.841
Total charge: -1

Element x y z (Å)
N -1.8348 0.0532 0.7126
O 1.3156 -1.2135 -1.0698
O 1.5259 1.1587 -0.3856
O 2.2025 -0.6743 1.1497
O -1.7071 0.2317 -0.6830
S 1.3957 -0.2233 0.0105
H -2.0419 0.8983 1.0963
H -0.8560 -0.2309 -0.8306

Table of Löwdin atomic charges, one value per atom, all in e:
1 N 0.0500
2 O -0.4414
3 O -0.4243
4 O -0.4449
5 O -0.1604
6 S 0.4264
7 H -0.0256
8 H 0.0202

***

6.
Density functional theory data (ωB97M-V/def2-TZVPD) for 2 unconnected molecules or ions with the total composition H2NO4S in a non-equilibrium geometry.

Calculated values
Orbital gap (spin up / spin down) in eV: 7.2767 / 9.1787
ΔE to the lowest compared entry with this formula, charge and spin in kcal/mol: 51.6
Calculated total energy in eV: -20545.580
Maximum force in eV/Å: 3.886
Total charge: -1

Element x y z (Å)
N 0.3111 -0.6776 0.0162
O -2.7015 0.0272 1.4122
O -2.6378 1.4390 -0.6136
O -3.1884 -0.9893 -0.7651
O 1.0168 0.4280 -0.4193
S -2.5082 0.0828 -0.0398
H -0.1646 -0.3607 0.9580
H 0.9921 0.3446 -1.3203

Table of Löwdin atomic charges, one value per atom, all in e:
1 N -0.0374
2 O -0.4498
3 O -0.4468
4 O -0.4393
5 O -0.1452
6 S 0.4592
7 H 0.0420
8 H 0.0174

***

7.
Density functional theory data (ωB97M-V/def2-TZVPD) for 2 unconnected molecules or ions with the total composition H2NO5P in a non-equilibrium geometry.

Calculated values
Orbital gap (spin up / spin down) in eV: 5.9969 / 6.0442
ΔE to the lowest compared entry with this formula, charge and spin in kcal/mol: 5.3
Calculated total energy in eV: -21048.025
Maximum force in eV/Å: 5.426
Total charge: -2

Element x y z (Å)
N 0.1314 1.7677 -1.8783
O -0.9517 -0.7125 2.4974
O -0.7662 -1.8135 -0.1180
O 1.2149 -1.6494 1.5568
O 1.0731 2.4844 -2.3626
O -0.0046 0.4390 0.4749
P -0.0580 -0.8854 1.2557
H 0.2184 1.4088 -0.8849
H -0.8573 -1.0392 -0.5411

Table of Löwdin atomic charges, one value per atom, all in e:
1 N 0.0121
2 O -0.5103
3 O -0.2745
4 O -0.4892
5 O -0.1980
6 O -0.4775
7 P 0.0717
8 H -0.0132
9 H -0.1211

***

8.
Density functional theory data (ωB97M-V/def2-TZVPD) for a single H2NO5PS molecule in a non-equilibrium geometry.

Calculated values
Orbital gap in eV: 12.0220
ΔE to the lowest compared entry with this formula, charge and spin in kcal/mol: 25.8
Calculated total energy in eV: -31884.459
Maximum force in eV/Å: 6.007

Element x y z (Å)
N -0.0411 -0.8269 1.2179
O -0.2560 -2.0464 -1.2201
O -3.9146 0.3431 -0.5130
O -1.5194 -0.1160 -0.9682
O -2.3660 -1.4412 0.5594
O -2.2551 1.0891 0.9818
P -0.8655 -1.2508 -0.1830
S -2.6789 0.0725 0.0808
H -0.7707 -0.2184 1.6446
H 0.9258 -0.6733 1.3492

Table of Löwdin atomic charges, one value per atom, all in e:
1 N 0.0062
2 O -0.1997
3 O -0.1717
4 O -0.1987
5 O -0.2314
6 O -0.2285
7 P 0.3519
8 S 0.5489
9 H 0.0550
10 H 0.0679

***

9.
Density functional theory data (ωB97M-V/def2-TZVPD) for 2 unconnected molecules or ions with the total composition H2NOS2 in a non-equilibrium geometry.

Calculated values
Orbital gap (spin up / spin down) in eV: 5.8948 / 5.8962
ΔE to the lowest compared entry with this formula, charge and spin in kcal/mol: 11.1
Calculated total energy in eV: -25240.429
Maximum force in eV/Å: 2.760
Total charge: -1

Element x y z (Å)
N -0.6522 -0.0818 0.9490
O -0.7061 1.8638 -0.6310
S 3.4592 0.4228 -0.0861
S 0.0963 1.1948 0.3911
H -0.0569 -0.6240 1.6486
H 2.6924 1.4141 0.0123

Table of Löwdin atomic charges, one value per atom, all in e:
1 N -0.3398
2 O -0.5468
3 S -0.2538
4 S 0.7507
5 H 0.0085
6 H -0.6188

***

10.
Density functional theory data (ωB97M-V/def2-TZVPD) for 2 unconnected molecules or ions with the total composition H2NOS2 in a non-equilibrium geometry.

Calculated values
Orbital gap in eV: 4.0279
ΔE to the lowest compared entry with this formula, charge and spin in kcal/mol: 18.6
Calculated total energy in eV: -25240.103
Maximum force in eV/Å: 3.449
Total charge: -1

Element x y z (Å)
N -2.2137 1.0717 -0.0546
O -3.0667 -1.1201 0.0996
S 3.6310 -0.6697 -0.1337
S -1.8216 -0.3557 0.3443
H -1.5006 1.8473 0.0085
H 4.9716 -0.7735 -0.2642

Table of Löwdin atomic charges, one value per atom, all in e:
1 N -0.3264
2 O -0.5555
3 S -0.4761
4 S 0.8499
5 H 0.0256
6 H -0.5175

***

11.
Density functional theory data (ωB97M-V/def2-TZVPD) for a single H2O2 molecule in a non-equilibrium geometry.

Calculated values
Orbital gap in eV: 12.1054
ΔE to the lowest compared entry with this formula, charge and spin in kcal/mol: 11.9
Calculated total energy in eV: -4123.881
SMILES string: OO
Maximum force in eV/Å: 7.951

Element x y z (Å)
H -1.0144 0.1593 0.5455
H 1.1504 -0.1093 -0.1719
O -0.6003 -0.4270 0.0760
O 0.4643 0.3770 -0.4496

Table of Löwdin atomic charges, one value per atom, all in e:
1 H -0.0132
2 H 0.0159
3 O 0.0046
4 O -0.0073

***

12.
Density functional theory data (ωB97M-V/def2-TZVPD) for 2 unconnected molecules or ions with the total composition H2O2P in a non-equilibrium geometry.

Calculated values
Orbital gap (spin up / spin down) in eV: 7.4639 / 7.8059
ΔE to the lowest compared entry with this formula, charge and spin in kcal/mol: 132.3
Calculated total energy in eV: -13412.781
Maximum force in eV/Å: 4.556
Total charge: -1

Element x y z (Å)
O 0.8936 0.7698 -1.6016
O -1.4619 2.8228 0.4650
P -0.0189 0.8138 -0.4736
H 0.8039 0.5815 0.7559
H -0.6736 -0.3946 -0.4610

Table of Löwdin atomic charges, one value per atom, all in e:
1 O -0.6030
2 O -0.7905
3 P 0.5792
4 H -0.0689
5 H -0.1167

***

Q: The lowest calculated total energy belongs to which entry?
A: H2NO5PS

***

Q: maximum force of number 4 (H2NO4PS)?
A: 3.115 eV/Å

***

Q: maximum force of number 11 (H2O2)?
A: 7.951 eV/Å